Computed, not measured: the ion C10H16N with charge +1, with the ωB97M-V functional and the def2-TZVPD basis.

Element x y z (Å)
C1 0.3870 -0.9534 0.5354
C2 -0.3004 -1.6667 1.4303
C3 -2.7252 -1.0999 -1.1836
C4 -1.8106 1.6298 1.0300
C5 -2.7371 0.0262 -0.5081
C6 -1.6215 0.6434 0.1877
C7 1.8272 -1.3244 0.1898
C8 2.7361 -0.0455 0.0029
C9 2.0269 1.0675 -0.8154
C10 -0.2120 0.2048 -0.3122
N1 0.7178 1.3688 -0.2776
H1 -1.2854 -1.4815 1.6356
H2 0.0539 -2.6271 1.6107
H3 -3.5549 -1.5810 -1.5927
H4 -1.7364 -1.5337 -1.5714
H5 -1.0324 2.2783 1.4771
H6 -2.8831 1.8868 1.3477
H7 -3.5686 0.5243 -0.1571
H8 2.3432 -1.9155 0.8972
H9 1.8729 -2.0076 -0.6844
H10 2.9678 0.4916 0.9422
H11 3.6654 -0.2762 -0.4024
H12 2.6757 1.9786 -0.6858
H13 1.7106 0.6480 -1.8760
H14 -0.3258 -0.1724 -1.2584
H15 0.6717 1.8075 0.6862
H16 0.1373 2.1289 -0.6476

Properties
Kohn-Sham gap (spin up / spin down) = 6.29 / 7.21 eV
multiplicity = 3
LUMO level (spin up / spin down) = -0.1097 / -0.2320 Ha
<S²> = 2.008
energy relative to the best compared isomer or geometry (same formula, charge and spin) = 18.8 kcal/mol
charge = +1

***

Computed, not measured: the ion C10H16N5 with charge +1, with the ωB97M-V functional and the def2-TZVPD basis.

Element x y z (Å)
C1 -0.1633 -2.5854 -1.1516
C2 -0.0254 -2.0969 0.2897
N1 0.3885 -0.7232 0.4851
C3 -0.7475 0.3951 -0.2905
C4 -2.1148 0.3346 0.0379
C5 -2.7987 -0.2123 1.1216
C6 -4.1319 0.1445 0.9098
N2 -4.2665 0.8292 -0.2122
N3 -3.0666 0.9549 -0.7220
N4 -0.1003 1.1719 -1.0206
C7 1.3032 0.9400 -1.0608
C8 2.0596 2.1337 -0.4656
N5 2.2259 1.7777 0.9660
C9 2.5478 0.3264 0.9689
C10 1.6188 -0.2818 -0.1032
H1 -0.8498 -1.9455 -1.7020
H2 0.7892 -2.6116 -1.6775
H3 -0.5708 -3.5936 -1.1408
H4 -0.9959 -2.1899 0.7751
H5 0.6853 -2.7288 0.8326
H6 -2.3844 -0.7570 1.9450
H7 -4.9904 -0.0788 1.5094
H8 -2.9237 1.4615 -1.5817
H9 1.6049 0.7760 -2.0974
H10 3.0409 2.2488 -0.9255
H11 1.4916 3.0569 -0.5841
H12 2.9428 2.3389 1.4365
H13 1.3314 1.9090 1.4523
H14 2.3622 -0.1141 1.9483
H15 3.5971 0.1953 0.7012
H16 2.1408 -1.0757 -0.6438

Properties
Kohn-Sham gap = 9.27 eV
multiplicity = 1
LUMO level = -0.1164 Ha
energy relative to the best compared isomer or geometry (same formula, charge and spin) = 16.3 kcal/mol
charge = +1

***

Question: Number 2 is which compound?
Answer: C10H16N5

***

Question: Look up the multiplicity of the first one.
Answer: 3